[1]
The following is a DFT calculation (wB97M-V/def2-TZVPD) of C25H16BrMnN4O3S as an isolated structure.

Geometry as XYZ:
```
51
Properties=species:S:1:pos:R:3:forces:R:3
Mn 0.2483 -0.6811 0.4291 -0.3638 0.3897 -1.2714
Br 3.0069 6.2006 1.3489 -0.0101 -0.0275 0.0001
C 2.3593 4.4116 1.4627 -0.0727 -0.0894 0.2279
C 1.9287 3.9076 2.7104 0.1060 0.3021 -0.0333
C 1.4637 2.6354 2.8209 -0.0362 -0.3753 -0.2235
C 1.3850 1.7435 1.6874 0.2506 0.2887 -0.0739
O 0.9749 0.5628 1.8354 -0.4330 -0.2933 0.4846
C 1.8173 2.2955 0.4321 -0.0526 -0.1459 -0.2106
C 1.7465 1.5828 -0.8094 0.0612 0.3430 0.1171
N 1.2691 0.4014 -1.0049 0.0329 -0.4651 0.0138
C 1.1672 -0.0970 -2.3291 -0.1379 -0.0247 0.5389
C 1.7421 0.4131 -3.4589 0.1545 0.0237 -0.4606
C 1.5495 -0.2086 -4.7195 0.0860 0.2106 0.2800
C 0.7956 -1.3359 -4.8378 -0.1171 -0.1670 0.0920
C 0.1893 -1.8965 -3.6841 -0.0390 -0.1339 -0.2667
C -0.5857 -3.0850 -3.7079 0.0889 0.1033 -0.1831
C -1.1105 -3.5655 -2.5526 0.0041 0.1414 0.4258
C -0.8843 -2.8504 -1.3439 -0.2005 -0.2156 -0.3507
N -0.1902 -1.7477 -1.2999 -0.0190 -0.0253 0.4332
C 0.3668 -1.2690 -2.4472 0.0440 0.0842 0.2284
C 2.2996 3.6216 0.3570 -0.0089 -0.0337 -0.0189
H 1.9674 4.5503 3.5818 0.0052 -0.0033 -0.0098
H 1.1277 2.2400 3.7711 0.0063 0.0150 0.0004
H 2.0964 2.1696 -1.6621 -0.0364 -0.0443 -0.0228
H 2.3704 1.2919 -3.4116 0.0224 -0.0189 -0.0073
H 2.0239 0.2220 -5.5923 0.0065 0.0107 0.0045
H 0.6599 -1.8235 -5.7958 -0.0043 0.0097 0.0013
H -0.7409 -3.5955 -4.6519 0.0128 0.0013 0.0069
H -1.6908 -4.4774 -2.5269 -0.0069 0.0065 0.0039
H -1.2789 -3.2019 -0.4010 0.0064 -0.0249 -0.0174
H 2.6190 4.0104 -0.6037 -0.0060 -0.0211 -0.0018
S -3.3445 1.9186 1.2128 -0.0462 0.0279 0.0106
C -2.6923 2.5280 -0.2515 0.0446 -0.0600 -0.0177
C -1.6558 1.7633 -0.7010 -0.0058 -0.1175 -0.0808
C -1.3324 0.6310 0.1259 0.1858 0.2648 -0.0275
C -2.1876 0.6249 1.1898 -0.0212 -0.3411 0.2854
C -2.0644 -0.4072 2.2090 -0.1995 0.0741 -0.1103
C -2.7882 -0.4327 3.4027 -0.0309 -0.0279 -0.0338
C -2.5941 -1.4718 4.2887 -0.0277 -0.0191 0.0853
C -1.6890 -2.4747 3.9715 -0.0184 -0.0002 -0.0871
C -1.0000 -2.3771 2.7743 0.0405 0.0080 -0.0720
N -1.1717 -1.3755 1.9090 0.4692 0.3120 0.2133
H -3.1101 3.4159 -0.7018 -0.0096 -0.0043 0.0031
H -1.1395 2.0059 -1.6253 0.0337 0.0156 0.0536
H -3.4834 0.3669 3.6244 0.0095 0.0034 -0.0189
H -3.1418 -1.4993 5.2239 0.0006 -0.0031 -0.0143
H -1.5086 -3.3122 4.6309 -0.0008 0.0085 0.0027
H -0.2825 -3.1255 2.4672 0.0484 -0.0140 0.0348
O 0.8778 -3.9396 0.7565 -0.0497 0.0138 0.0781
N 1.8751 -3.2558 1.0152 -0.0029 0.0033 -0.2192
O 1.7401 -2.0084 0.8817 0.2370 0.0350 0.2077
```
Forces are in eV/Å.

For the largest force on an atom, the calculation gives 1.379 eV/A. The HOMO-LUMO gap (alpha / beta) comes out at 6.43 / 5.73 eV. Its net charge is -1. As for the spin multiplicity: 2.

***

[2]
The following is a DFT calculation (wB97M-V/def2-TZVPD) of C6H19BrN3O3V as an isolated structure.

Geometry as XYZ:
```
33
Properties=species:S:1:pos:R:3:forces:R:3
V -2.1888 2.1584 -4.0198 -0.4286 -2.4121 1.2923
Br -1.5387 1.8804 -1.5081 -0.2750 0.4708 -1.3028
C -1.7983 -1.5092 1.3916 0.5677 0.4657 1.3933
O -0.9947 -0.9594 0.3400 0.0275 -0.6173 -0.0881
H -2.0235 -0.7588 2.1494 -0.5381 0.4297 -0.2742
H -2.7055 -2.0595 1.1420 0.0838 0.2508 -0.6178
H -1.1859 -2.1603 2.0153 0.3031 -0.4196 -0.6213
H -1.2653 -0.0781 0.0723 -0.5070 -0.1192 0.2402
C -2.7013 -1.0763 -4.0582 1.1658 1.2313 4.9540
O -2.9087 0.1168 -4.2512 -0.1779 5.3539 -2.0724
N -2.3173 -1.4163 -2.8494 0.6243 -0.0364 2.6353
N -2.8221 -2.0299 -4.8386 -0.9026 -2.9348 -4.4688
H -2.3502 -0.6755 -2.1637 0.1796 -0.4527 0.2225
H -2.2836 -2.3783 -2.5437 0.1159 0.3177 0.2086
H -2.6490 -2.9307 -4.4160 -0.2799 -0.3274 -1.3071
H -3.0820 -1.7651 -5.7780 -0.0377 -1.1781 -0.2555
C 0.6743 1.5540 2.9125 -0.4718 -1.5197 1.3764
C 1.7128 1.9039 1.8961 2.0272 0.9670 -1.3391
C 2.6301 0.8482 1.2370 -0.1620 -1.4683 0.2871
O 3.5692 0.1478 2.1232 -4.0442 4.6453 0.1518
C 3.9207 -1.0102 1.5519 2.2064 -2.4793 -0.8755
N 0.8263 2.5447 0.9454 -0.0616 0.0411 0.2111
H -0.0366 0.8452 2.4877 -0.5132 0.3974 -0.0815
H 0.2645 2.4449 3.3884 -0.3088 -0.1855 -0.1565
H 1.0952 0.9436 3.7115 0.6252 0.1383 0.1278
H 2.3422 2.7059 2.2819 0.0567 0.2254 0.3270
H 3.1486 1.1340 0.3217 0.3554 1.1549 0.2643
H 1.9397 0.1379 0.7822 -0.3339 -0.7222 0.4162
H 4.0681 -1.6936 2.3882 0.1261 -0.4904 -0.4532
H 4.8610 -0.8265 1.0319 0.4224 -0.5189 -0.0909
H 3.2640 -1.4131 0.7809 -0.5171 -0.1133 0.3223
H 0.1917 3.2359 1.3189 0.2188 0.7425 0.4175
H 0.3431 2.1392 0.1566 0.4535 -0.8364 -0.8430
```
Forces are in eV/Å.

For the largest force on an atom, the calculation gives 6.161 eV/A. The HOMO-LUMO gap (alpha / beta) comes out at 6.20 / 5.21 eV. Its net charge is +2. As for the spin multiplicity: 5.